(1)
The following is a DFT calculation (ωB97M-V with the def2-TZVPD basis set) of a molecular structure, C14H43AlIN12O27P2S.

Each line ends with the Löwdin charge.
Positions of all 101 atoms, in Å:
O: 3.2689 -2.5314 -1.5853  -0.53
P: 3.1568 -1.1590 -0.6477  0.33
I: 3.1298 0.6289 -2.3627  0.43
Al: 0.8050 -1.0239 -0.0167  -0.05
O: -0.1429 -2.4589 -0.3939  -0.26
C: -0.8265 -2.2480 -1.6047  -0.30
C: -1.0607 -0.7323 -1.8209  -0.58
P: -2.6956 -0.1864 -1.2364  0.41
S: -4.2893 -0.6176 -2.3030  0.04
O: -0.1008 0.0170 -1.1293  -0.32
H: 2.5375 -2.6349 -2.2036  0.01
H: 0.6444 -0.5761 1.5030  -0.04
H: -0.2072 -2.6027 -2.4500  0.11
H: -1.7677 -2.8189 -1.6647  0.10
H: -1.0549 -0.5371 -2.9064  0.10
H: -2.7380 -0.6767 0.0736  0.00
H: -2.4818 1.1785 -1.0525  -0.02
C: 3.3640 -3.1270 3.1231  0.05
N: 2.8869 -1.9918 3.9660  -0.45
O: 2.8446 -2.1449 5.1723  0.05
O: 2.5683 -0.9933 3.3642  0.02
H: 3.6151 -3.9549 3.7752  0.09
H: 2.5565 -3.3724 2.4388  0.10
H: 4.2198 -2.7671 2.5587  0.10
C: 0.6811 1.7807 -5.9261  0.04
N: 2.1121 1.8968 -5.5375  -0.48
O: 2.8720 1.0044 -5.8497  0.01
O: 2.4252 2.8846 -4.9029  0.00
H: 0.5501 0.8537 -6.4667  0.07
H: 0.1023 1.7852 -5.0069  0.10
H: 0.4429 2.6534 -6.5274  0.10
C: 5.1063 2.0726 3.4011  0.06
N: 5.1588 1.2814 2.1391  -0.42
O: 4.1250 0.8825 1.6586  0.02
O: 6.2642 1.0733 1.6663  0.03
H: 4.0711 2.1671 3.6959  0.09
H: 5.7020 1.5348 4.1330  0.10
H: 5.5557 3.0380 3.1890  0.10
C: -6.3432 2.9432 -1.6264  0.03
N: -5.1264 3.1374 -2.4627  -0.45
O: -4.0509 3.0678 -1.9137  0.04
O: -5.3011 3.3436 -3.6475  0.05
H: -6.0338 2.7640 -0.6046  0.06
H: -6.9370 3.8481 -1.7274  0.10
H: -6.8795 2.0950 -2.0407  0.10
C: -1.1557 -5.3187 -0.0197  0.05
N: -0.6972 -6.7340 -0.0464  -0.45
O: 0.4678 -6.9692 0.1901  0.07
O: -1.5293 -7.5876 -0.3045  0.03
H: -0.3220 -4.6653 0.2048  0.08
H: -1.5655 -5.0986 -1.0011  0.10
H: -1.9379 -5.2558 0.7314  0.11
C: 1.1745 2.4828 0.2640  0.01
N: 0.8215 2.8702 1.6524  -0.42
O: -0.3001 2.6640 2.0593  0.06
O: 1.6952 3.4025 2.3160  0.04
H: 0.3081 2.0257 -0.2022  0.07
H: 1.4935 3.3872 -0.2461  0.10
H: 2.0013 1.7844 0.3296  0.03
C: -1.6462 -2.5362 -7.0090  0.05
N: -1.4538 -1.8810 -5.6837  -0.43
O: -1.6908 -2.5276 -4.6928  0.08
O: -1.0691 -0.7275 -5.6999  0.05
H: -1.9893 -3.5488 -6.8358  0.09
H: -2.3772 -1.9453 -7.5526  0.10
H: -0.6878 -2.5102 -7.5190  0.10
C: -2.8227 -10.3649 -2.1576  0.05
N: -4.1610 -10.1170 -2.7630  -0.46
O: -5.1438 -10.4229 -2.1209  0.06
O: -4.1766 -9.6287 -3.8742  0.06
H: -2.9718 -10.8034 -1.1787  0.09
H: -2.2946 -11.0346 -2.8298  0.10
H: -2.3063 -9.4115 -2.0891  0.08
C: -0.9922 2.5417 5.0874  0.04
N: -1.8769 2.3766 6.2728  -0.45
O: -1.7369 1.3974 6.9744  0.06
O: -2.6990 3.2538 6.4718  0.04
H: -0.3207 1.6916 5.0480  0.10
H: -1.6235 2.5821 4.2067  0.09
H: -0.4486 3.4720 5.2032  0.06
C: 1.1710 7.4419 5.0550  0.05
N: 1.7459 6.0680 5.1207  -0.44
O: 2.9500 5.9560 5.2110  0.07
O: 0.9544 5.1526 5.0738  0.06
H: 1.9875 8.1520 5.1046  0.09
H: 0.6233 7.5110 4.1201  0.10
H: 0.4882 7.5406 5.8934  0.10
C: -7.9646 4.7143 2.3793  0.05
N: -7.4463 3.4596 1.7636  -0.45
O: -6.2487 3.3610 1.6052  0.07
O: -8.2685 2.6221 1.4546  0.06
H: -7.1191 5.3563 2.5942  0.09
H: -8.6484 5.1613 1.6639  0.10
H: -8.5013 4.4303 3.2794  0.10
C: 8.7810 1.0647 -0.5445  0.05
N: 10.1129 1.0511 0.1201  -0.45
O: 10.8391 0.0956 -0.0662  0.05
O: 10.3933 2.0093 0.8119  0.05
H: 8.6836 0.1558 -1.1254  0.10
H: 8.0242 1.1258 0.2314  0.07
H: 8.7482 1.9506 -1.1717  0.10

For the total energy, the calculation gives -4867.8928 Eh. The value obtained for the HOMO-LUMO gap is 0.232 Ha. As for the spin multiplicity: 1. The total charge is -1. Its HOMO energy is -4.89 eV.

---

(2)
The following is a DFT calculation (ωB97M-V with the def2-TZVPD basis set) of 10 unconnected molecules or ions with the total composition C14H44F2N11O8 in a non-equilibrium geometry.

Each line ends with the Mulliken spin population.
Positions of all 79 atoms, in Å:
C: -1.9528 -1.8734 -4.7054  0.02
C: -3.3799 -1.8247 -4.0657  -0.02
C: -3.6357 -3.3027 -3.4696  0.01
C: -2.9519 -3.4503 -2.0751  -0.01
C: -3.5395 -2.4061 -1.1175  0.02
C: -3.2229 -0.9803 -1.4550  -0.01
N: -3.4721 -0.6891 -2.9206  0.45
O: -3.2946 0.5835 -3.3770  0.52
C: -1.6709 -0.6900 -1.2711  0.03
C: -4.1380 -0.0105 -0.6027  0.01
C: -4.4981 -1.5506 -5.0912  0.01
H: -1.7367 -0.8612 -5.0474  0.00
H: -1.9477 -2.4765 -5.6133  0.00
H: -1.0665 -2.1543 -4.1365  0.00
H: -3.2709 -4.1035 -4.1128  0.00
H: -4.7151 -3.4034 -3.3561  0.00
H: -1.8858 -3.4230 -2.3006  0.00
H: -3.0964 -4.4637 -1.7006  0.00
H: -3.1491 -2.6322 -0.1252  0.00
H: -4.6196 -2.5478 -1.0786  -0.01
H: -1.4825 0.3310 -1.6032  -0.01
H: -1.0304 -1.3102 -1.8981  0.00
H: -1.3920 -0.7195 -0.2178  0.00
H: -4.2799 1.0389 -0.8608  0.00
H: -3.7815 0.0605 0.4249  0.00
H: -5.1813 -0.3258 -0.5922  0.00
H: -4.6057 -0.5377 -5.4793  0.00
H: -5.4439 -1.8426 -4.6347  0.00
H: -4.3533 -2.1579 -5.9847  0.00
O: 1.3777 -0.0724 1.6366  0.00
H: 1.1195 0.1418 0.7371  0.00
H: 1.8816 -0.8843 1.5441  0.00
H: 1.7832 0.6656 2.0975  0.00
O: 2.5978 -2.5056 -0.9264  0.00
H: 2.1119 -1.6959 -1.0991  0.00
H: 2.7444 -2.4947 0.0222  0.00
H: 2.0082 -3.2198 -1.1792  0.00
F: 1.1408 -0.3243 -0.8715  0.00
F: 2.9669 -2.1375 1.7610  0.00
C: 4.7946 -1.4531 4.6631  0.00
O: 5.5456 -1.1433 5.6265  0.00
N: 3.6681 -2.0347 4.6843  0.00
N: 5.1445 -1.3297 3.4743  0.00
H: 3.1346 -2.3317 5.4888  0.00
H: 3.3884 -2.1301 3.7185  0.00
H: 4.4834 -1.6130 2.7653  0.00
H: 6.1164 -1.1060 3.3147  0.00
C: 3.5826 2.4011 -0.5571  0.00
O: 3.4735 1.8492 0.5205  0.00
N: 2.9610 2.0059 -1.5690  0.00
N: 4.3667 3.3610 -0.7384  0.00
H: 2.8716 2.7080 -2.2895  0.00
H: 2.3491 1.2024 -1.5685  0.00
H: 4.3219 3.7879 -1.6527  0.00
H: 4.8098 3.8522 0.0248  0.00
C: 2.8277 2.2835 3.6185  0.00
O: 1.8045 1.9111 3.1848  0.00
N: 3.5504 1.5134 4.3467  0.00
N: 3.4687 3.3712 3.3940  0.00
H: 4.4586 1.7610 4.7126  0.00
H: 3.3437 0.5496 4.5666  0.00
H: 4.3772 3.4957 3.8174  0.00
H: 3.1841 3.9984 2.6553  0.00
C: -0.3748 3.3381 -1.0508  0.00
O: -0.7650 4.3017 -0.3793  0.00
N: -0.0530 2.2231 -0.5069  0.00
N: -0.3690 3.4214 -2.3722  0.00
H: -0.1574 2.1886 0.4971  0.00
H: 0.3425 1.4805 -1.0656  0.00
H: -0.3536 4.3832 -2.6802  0.00
H: -0.2602 2.6731 -3.0417  0.00
C: -1.8564 1.1472 3.1675  0.00
O: -1.2012 1.3251 2.1827  0.00
N: -3.1143 1.1846 3.2611  0.00
N: -1.3574 1.0481 4.3553  0.00
H: -3.5402 1.4776 2.3935  0.00
H: -3.5605 1.1120 4.1643  0.00
H: -1.9747 0.8339 5.1255  0.00
H: -0.3688 1.2017 4.4936  0.00

For the total energy, the calculation gives -1963.7693 Eh. The value obtained for the HOMO-LUMO gap (spin up / spin down) is 0.282 / 0.301 Ha. The expectation value of S² is 0.75. As for the spin multiplicity: 2. Its HOMO energy (spin up / spin down) is -8.08 / -8.60 eV.

---

(3)
The following is a DFT calculation (ωB97M-V with the def2-TZVPD basis set) of 6 unconnected molecules or ions with the total composition C14H44O18P4 in a non-equilibrium geometry.

Each line ends with the Löwdin charge.
Positions of all 80 atoms, in Å:
C: -4.2244 0.2221 -2.9250  -0.11
O: -4.7377 -0.4052 -4.0805  -0.22
P: -4.1080 -1.8190 -4.4318  0.49
O: -4.7782 -2.9096 -3.6320  -0.26
O: -4.3612 -2.0383 -6.0394  -0.26
C: -5.6559 -2.3480 -6.5679  -0.09
O: -2.4601 -1.6215 -4.2536  -0.24
C: -1.7219 -0.9590 -5.3100  -0.10
H: -3.8059 1.1585 -3.2940  0.09
H: -3.4488 -0.4049 -2.4852  0.08
H: -4.9446 0.5264 -2.1655  0.09
H: -5.5918 -3.3894 -6.8832  0.09
H: -5.8893 -1.7137 -7.4230  0.09
H: -6.3852 -2.2595 -5.7626  0.08
H: -1.1403 -0.0865 -5.0124  0.08
H: -2.2992 -0.6184 -6.1696  0.08
H: -0.9471 -1.6874 -5.5493  0.09
C: -4.2423 -9.1453 3.2525  -0.12
O: -3.5953 -8.1992 2.4405  -0.24
P: -2.0537 -7.6361 2.4654  0.56
O: -1.4175 -7.5575 3.8384  -0.28
O: -1.2636 -8.6560 1.4375  -0.23
C: -1.0354 -9.9788 1.7040  -0.16
O: -2.2804 -6.1355 1.8052  -0.24
C: -1.4687 -4.9822 2.1876  -0.07
H: -3.5120 -9.7585 3.7804  0.07
H: -4.7754 -9.9354 2.7237  0.09
H: -4.8015 -8.6263 4.0310  0.09
H: -1.2120 -10.2395 2.7475  0.09
H: 0.0452 -10.1118 1.6514  0.09
H: -1.3492 -10.6675 0.9196  0.09
H: -0.6694 -5.2676 2.8716  0.08
H: -2.1193 -4.3369 2.7778  0.08
H: -1.2464 -4.4444 1.2659  0.09
C: 4.1004 5.2393 1.6593  -0.14
O: 5.4490 5.5052 1.7140  -0.21
P: 6.5625 4.3804 2.0392  0.49
O: 7.9263 4.7489 1.6085  -0.24
O: 6.3473 3.9615 3.6283  -0.21
C: 7.5161 3.8751 4.4697  -0.11
O: 5.9656 3.1637 1.1806  -0.24
C: 6.6191 2.6835 0.0630  -0.12
H: 3.6712 5.2530 0.6575  0.09
H: 3.5832 5.9949 2.2506  0.09
H: 3.9258 4.2147 1.9880  0.08
H: 8.4051 4.2914 3.9958  0.07
H: 7.7778 2.8313 4.6429  0.09
H: 7.5006 4.4140 5.4170  0.09
H: 6.8350 1.6199 0.1652  0.09
H: 7.6062 3.0955 -0.1464  0.09
H: 5.8251 2.9018 -0.6512  0.10
C: -2.7401 6.7329 -0.3664  -0.09
O: -3.4841 5.8843 0.5100  -0.22
P: -2.6917 5.0248 1.5945  0.40
O: -1.8393 3.9977 0.9873  -0.23
O: -1.8968 6.1367 2.4236  -0.22
C: -2.6310 7.1788 3.0886  -0.09
O: -3.7873 4.4463 2.6489  -0.21
C: -3.3136 3.9248 3.8767  -0.13
H: -3.1844 6.6383 -1.3572  0.09
H: -1.6947 6.4349 -0.4473  0.09
H: -2.8384 7.7829 -0.0907  0.09
H: -2.0226 7.6194 3.8785  0.09
H: -3.4642 6.8564 3.7131  0.08
H: -3.0672 7.8880 2.3851  0.09
H: -3.3527 2.8363 3.8350  0.09
H: -3.8862 4.0601 4.7943  0.09
H: -2.2819 4.1645 4.1343  0.09
C: 6.2526 -2.4212 -3.8522  -0.16
O: 6.3729 -2.0383 -5.2338  -0.13
H: 5.1993 -2.4795 -3.5778  0.07
H: 6.6579 -3.3996 -3.5943  0.07
H: 6.7617 -1.7273 -3.1834  0.07
H: 6.4458 -2.7629 -5.8594  0.07
C: 1.5895 0.5343 -0.7121  -0.14
O: 1.1516 1.6485 -1.5211  -0.14
H: 1.9416 -0.1689 -1.4668  0.07
H: 2.3353 0.8445 0.0197  0.07
H: 0.7344 0.0195 -0.2740  0.07
H: 0.6140 2.2015 -0.9496  0.06

For the energy relative to the best compared isomer or geometry (same formula, charge and spin), the calculation gives 75.6 kcal per mole. For the total energy, the calculation gives -3279.7443 Eh. The value obtained for the HOMO-LUMO gap is 0.387 Ha. As for the spin multiplicity: 1. Its HOMO energy is -10.12 eV.

---

Question: What is the spin multiplicity in the first record?
Answer: 1

---

Question: Number 1 is which compound?
Answer: C14H43AlIN12O27P2S

---

Question: The highest spin multiplicity belongs to which entry?
Answer: C14H44F2N11O8